The following is a quantum chemistry calculation of 11 unconnected molecules or ions with the total composition C38H77NO15S, from OMol25.

```
132
Properties=species:S:1:pos:R:3:forces:R:3
N 7.78764 0.50257 3.55197 2.2 -0.2 0.2
C 8.83634 0.55385 2.42205 1.3 1.0 1.1
C 8.57187 1.78673 1.36488 1.2 -0.1 -0.3
O 8.02622 2.99045 2.06578 1.9 -0.2 -1.8
C 7.73064 1.36962 0.01963 0.3 -0.6 -0.2
C 6.47353 0.34878 0.27431 -2.9 -2.8 0.3
C 6.82034 -1.28304 0.38932 -3.4 0.6 0.3
C 5.68436 -2.43920 0.64272 -0.7 4.2 -0.4
C 4.07681 -1.99950 0.77641 3.1 2.4 -0.5
C 3.01541 -3.22607 1.01744 0.6 1.1 -2.5
S 1.96875 -3.07673 2.56611 1.7 -2.5 5.2
O 2.65355 -2.08740 3.54246 -2.5 -2.6 -3.6
O 1.79041 -4.52165 3.17418 0.4 5.0 -2.8
C 3.70785 -0.40470 0.63749 2.1 -1.4 -0.1
C 4.88901 0.75276 0.39057 1.0 -2.3 0.1
C 4.40372 2.31217 0.24916 0.7 3.5 -1.7
O 5.03753 3.29248 -0.39898 -3.2 -5.9 3.7
C 2.94141 2.72528 0.93766 -3.3 0.9 1.6
C 2.56112 4.28840 1.37960 -3.0 -3.3 0.4
C 1.04463 4.58435 2.01732 0.4 -3.0 -1.1
C -0.10048 3.42459 2.23781 4.1 -1.6 -2.0
C 0.27539 1.87450 1.80578 2.9 3.7 -0.4
C 1.76992 1.60176 1.18400 0.0 1.2 0.3
C 2.12702 0.04910 0.71820 -3.6 -0.7 -0.8
O 1.07794 -0.72274 0.39719 6.3 3.5 2.0
H 8.11181 1.28368 4.19833 -0.9 -1.2 -1.1
H 8.04487 -0.37148 4.09997 -0.6 1.3 -0.9
H 9.01471 -0.49042 1.92015 -0.7 2.2 0.8
H 9.85702 0.82032 2.98092 -1.8 -0.6 -1.6
H 9.65219 2.12551 0.98641 -2.3 -1.0 0.6
H 8.55808 3.77016 1.67354 -1.5 -1.9 1.0
H 7.46745 2.35349 -0.55652 0.0 -2.0 1.2
H 8.49855 0.78062 -0.67938 -1.7 1.1 1.6
H 7.95718 -1.61279 0.27763 -2.8 0.8 0.2
H 6.01073 -3.58540 0.70020 -0.9 2.9 -0.1
H 3.61134 -4.23390 1.01429 -1.3 1.9 0.5
H 2.27894 -3.23422 0.08147 1.3 0.0 2.1
H 0.64644 -2.65410 2.21471 1.7 -0.2 0.0
H 3.31491 5.17681 1.26125 -1.6 -2.1 0.2
H 0.73219 5.69783 2.31324 1.0 -2.9 -0.8
H -1.18488 3.60581 2.66108 2.6 -0.2 -0.9
H -0.51444 1.01839 1.95554 1.9 1.8 -0.4
C -3.29899 -1.42875 0.82589 -0.3 0.0 0.2
C -2.31261 -2.51739 0.45679 0.4 0.7 0.0
O -1.47805 -2.07629 -0.60412 -0.5 -0.5 3.8
H -3.91598 -1.15963 -0.03762 0.1 -0.1 0.1
H -3.95304 -1.75471 1.63956 0.0 0.1 0.0
H -2.77414 -0.51990 1.13786 0.0 -0.1 0.1
H -2.84075 -3.41607 0.12479 0.2 0.1 -0.1
H -1.68316 -2.78288 1.31160 -0.2 -0.2 0.4
H -1.00720 -1.28286 -0.29624 0.1 -0.4 0.0
C -0.70823 -1.81606 -4.91448 0.2 -0.2 -0.4
C -1.51407 -2.50068 -3.82993 0.2 0.7 -0.2
O -1.29203 -1.85910 -2.58266 0.3 0.4 -3.6
H 0.35972 -1.84173 -4.67457 -0.1 0.0 0.0
H -0.86477 -2.30163 -5.88186 0.0 0.1 0.0
H -0.99025 -0.76153 -4.99947 -0.1 -0.1 0.0
H -1.21384 -3.54821 -3.73336 0.0 0.1 0.2
H -2.58417 -2.46773 -4.05618 0.0 -0.2 -0.2
H -1.56968 -0.93168 -2.67651 0.1 -0.5 0.0
C -4.55766 0.87293 3.71310 0.0 -0.1 0.3
C -3.97865 2.27073 3.78527 -0.3 -0.3 -0.1
O -3.02206 2.45336 2.75174 0.2 0.1 -0.5
H -3.76591 0.12298 3.81036 0.0 0.1 0.0
H -5.29379 0.71439 4.50624 0.0 0.0 -0.3
H -5.04012 0.70292 2.74505 -0.1 0.1 0.1
H -3.47855 2.42891 4.74530 0.1 0.1 -0.2
H -4.76253 3.02633 3.67575 -0.1 0.0 0.2
H -3.47804 2.31908 1.90317 0.3 0.1 0.4
C -9.19842 -1.13304 5.16365 -0.1 -0.2 0.1
C -8.61940 0.26476 5.23582 -0.2 -0.2 -0.2
O -7.66282 0.44739 4.20229 0.0 0.1 -0.4
H -8.40667 -1.88299 5.26090 -0.1 0.1 0.1
H -9.93454 -1.29158 5.95679 0.0 0.0 -0.1
H -9.68088 -1.30305 4.19560 -0.1 0.1 0.1
H -8.11930 0.42294 6.19585 0.1 0.1 -0.2
H -9.40328 1.02036 5.12630 -0.1 0.0 0.2
H -8.11880 0.31310 3.35372 0.3 0.1 0.5
C -2.48974 -3.02587 -9.24353 0.2 -0.2 -0.3
C -3.29558 -3.71048 -8.15898 0.1 0.4 -0.2
O -3.07354 -3.06891 -6.91172 -0.1 0.3 0.3
H -1.42179 -3.05153 -9.00362 -0.1 -0.1 0.0
H -2.64628 -3.51143 -10.21091 0.0 0.1 0.1
H -2.77176 -1.97133 -9.32852 -0.1 -0.1 -0.1
H -2.99534 -4.75801 -8.06241 -0.1 0.2 0.2
H -4.36568 -3.67754 -8.38523 0.0 -0.2 -0.2
H -3.35119 -2.14148 -7.00556 0.2 -0.5 0.1
C 0.57586 -0.68106 6.81472 -0.2 -0.1 0.2
C 0.90857 0.41774 5.82666 0.4 -0.4 -0.1
O 2.27166 0.32525 5.43935 0.0 0.0 0.0
H 1.21415 -0.60757 7.70125 -0.1 0.1 -0.1
H -0.47059 -0.62102 7.12686 0.0 -0.1 0.0
H 0.75621 -1.66668 6.37331 -0.1 0.1 0.0
H 0.74799 1.40083 6.27891 0.1 -0.1 -0.1
H 0.28338 0.34321 4.93168 -0.2 0.1 0.0
H 2.40188 -0.54797 5.03127 0.0 0.3 0.0
C -6.50771 -2.47816 -12.12408 -0.2 0.1 0.1
C -5.10076 -2.42470 -11.56556 -0.1 -0.1 -0.3
O -4.44066 -3.66093 -11.79487 0.2 -0.3 -0.3
H -7.07645 -3.28897 -11.65732 0.1 0.1 0.0
H -7.03192 -1.53398 -11.95136 0.0 -0.1 -0.1
H -6.49001 -2.68000 -13.20007 0.0 0.1 0.1
H -5.12367 -2.24477 -10.48672 0.1 -0.2 -0.1
H -4.52164 -1.62470 -12.03673 -0.1 0.2 0.1
H -4.41808 -3.80732 -12.75616 0.0 0.0 0.5
C -0.66953 -6.07891 -0.41449 0.2 0.2 -0.1
C -2.12202 -6.45267 -0.20265 0.3 -0.1 0.1
O -2.28709 -7.85611 -0.34302 0.0 -0.4 0.2
H -0.33344 -6.38939 -1.40918 -0.1 0.1 0.1
H -0.52607 -4.99935 -0.31414 0.0 0.0 0.0
H -0.02833 -6.58890 0.31185 -0.1 0.1 0.1
H -2.75664 -5.95833 -0.94405 0.0 -0.2 0.1
H -2.46184 -6.15714 0.79463 0.0 0.2 0.0
H -1.72594 -8.28559 0.32531 -0.3 0.2 -0.4
C 2.60615 6.13450 -2.81591 0.1 0.2 -0.1
C 1.53090 5.14074 -2.42787 0.4 -0.1 0.1
O 2.03544 3.81701 -2.52680 0.1 -0.2 0.1
H 2.95022 5.94934 -3.83869 -0.1 0.0 0.1
H 2.23174 7.15992 -2.74932 0.1 0.0 0.0
H 3.47956 6.03489 -2.16319 -0.1 0.0 0.0
H 0.66919 5.22860 -3.09609 0.1 -0.2 0.1
H 1.19087 5.31116 -1.40184 -0.1 0.2 0.0
H 2.79503 3.74693 -1.92338 -0.3 0.0 -0.2
C 2.48530 7.52053 6.06089 0.2 0.2 0.1
C 1.40554 7.35279 5.01194 0.1 -0.2 0.4
O 1.38385 6.01061 4.54861 -0.2 -0.2 0.2
H 3.46564 7.25948 5.64913 -0.2 0.1 0.0
H 2.51822 8.55120 6.42522 0.0 -0.1 0.0
H 2.30813 6.85195 6.90965 -0.1 0.1 0.0
H 1.59827 8.00643 4.15614 -0.1 -0.2 0.0
H 0.42054 7.59945 5.41977 0.0 0.2 0.0
H 1.20362 5.43893 5.31458 0.1 0.2 -0.5
```
Forces are in eV/Å.

Properties
HOMO = -8.48 eV
Energy relative to the best compared isomer or geometry (same formula, charge and spin) = 2098.6 kJ/mol
DFT total energy = -3074.70994 Ha
HOMO-LUMO gap = 6.9 eV